{"formula": "C2H4FN", "method": "ωB97M-V with the def2-TZVPD basis set", "homo_ev": -10.888, "spin_multiplicity": 1, "de_lowest_kj_mol": 241.7, "smiles": "C/C=N\\F", "total_energy_ha": -233.11913, "orbital_gap_ev": 11.7, "species": ["C", "C", "N", "F", "H", "H", "H", "H"], "coordinates": [[-0.836, -0.214, -0.482], [0.367, -0.200, 0.492], [1.444, 0.379, 0.832], [1.792, 1.430, -0.023], [-1.388, 0.704, -0.326], [-1.313, -1.125, -0.241], [-0.351, 0.100, -1.453], [0.285, -1.074, 1.200]], "forces_ev_per_a": [[3.861, 3.221, -0.287], [-0.747, -1.990, 1.677], [-0.370, -0.339, -0.588], [-0.322, 0.526, -0.397], [-0.740, -0.113, 0.600], [-0.825, -0.720, -0.856], [-0.934, -1.556, 0.282], [0.078, 0.971, -0.432]]}